157
Properties=species:S:1:pos:R:3 method="wB97M-V/def2-TZVPD" total_energy_ha=-5813.94853 gap_ev=9.1 mol_weight_g_mol=1236.0 homo_ev=-8.794 lumo_ev=0.31 de_lowest_kcal_mol=33.68
C 1.344 2.486 2.693
O 2.221 1.473 3.056
P 3.777 1.513 2.641
O 4.013 1.881 1.221
O 4.287 0.044 3.106
C 3.754 -1.189 2.639
O 4.429 2.605 3.762
C 4.329 2.318 5.130
H 0.463 2.011 2.262
H 1.759 3.172 1.955
H 1.075 3.093 3.558
H 4.386 -1.613 1.860
H 2.731 -1.055 2.286
H 3.728 -1.915 3.452
H 5.360 2.292 5.481
H 3.884 1.356 5.388
H 3.843 3.195 5.558
C -4.595 -0.925 2.512
O -5.564 -0.630 1.582
P -5.628 0.856 0.923
O -4.403 1.390 0.280
O -6.954 0.816 -0.055
C -8.265 0.530 0.387
O -6.152 1.660 2.242
C -6.513 3.129 2.116
H -4.993 -1.009 3.524
H -3.819 -0.159 2.520
H -4.128 -1.878 2.261
H -8.700 -0.254 -0.233
H -8.899 1.410 0.493
H -8.302 0.079 1.379
H -6.474 3.682 3.054
H -7.496 3.317 1.685
H -5.769 3.700 1.560
C -0.267 3.821 -3.230
O 1.152 4.034 -3.483
P 1.529 4.726 -4.871
O 2.941 5.016 -5.239
O 0.630 6.042 -4.717
C 1.112 7.288 -5.090
O 0.653 3.877 -5.916
C 1.109 2.654 -6.486
H -0.947 4.300 -3.933
H -0.397 4.232 -2.229
H -0.418 2.742 -3.197
H 0.789 7.958 -4.294
H 0.658 7.524 -6.053
H 2.188 7.273 -5.263
H 1.789 2.091 -5.847
H 1.557 2.882 -7.453
H 0.211 2.050 -6.613
C 0.663 -1.526 -6.384
O -0.689 -1.452 -5.806
P -1.264 -0.100 -5.066
O -0.317 0.532 -4.170
O -2.633 -0.632 -4.409
C -2.608 -1.672 -3.418
O -1.789 0.807 -6.279
C -2.527 2.024 -6.036
H 0.722 -1.911 -7.402
H 1.287 -2.257 -5.869
H 1.189 -0.571 -6.379
H -1.607 -1.969 -3.105
H -3.066 -2.563 -3.847
H -3.112 -1.395 -2.492
H -2.743 2.158 -4.976
H -3.478 1.960 -6.564
H -1.953 2.851 -6.454
C -0.089 -7.757 3.265
O 0.162 -6.410 2.922
P 1.508 -5.697 3.278
O 2.627 -6.568 2.877
O 1.561 -4.286 2.546
C 1.709 -4.252 1.156
O 1.394 -5.349 4.833
C 1.744 -6.380 5.780
H 0.731 -8.469 3.362
H -0.786 -8.169 2.535
H -0.439 -7.735 4.297
H 0.926 -3.619 0.738
H 1.814 -5.130 0.520
H 2.551 -3.583 0.981
H 2.608 -6.087 6.375
H 1.945 -7.388 5.416
H 0.964 -6.572 6.518
C -0.854 -0.297 3.688
O -1.053 -0.274 5.103
P 0.190 -0.115 6.129
O -0.111 -0.360 7.606
O 1.409 -0.985 5.453
C 1.557 -2.371 5.304
O 0.664 1.416 5.776
C -0.172 2.486 6.253
H -1.154 -1.278 3.319
H 0.188 -0.112 3.427
H -1.481 0.422 3.162
H 0.604 -2.826 5.571
H 2.330 -2.622 6.030
H 1.823 -2.579 4.268
H -0.689 2.847 5.364
H 0.455 3.273 6.670
H -1.012 2.337 6.932
C -2.493 -5.798 -0.699
C -3.063 -4.723 -1.362
C -3.340 -3.537 -0.611
N -2.846 -3.399 0.640
C -2.150 -4.469 1.228
C -2.106 -5.684 0.587
H -2.395 -6.742 -1.215
H -3.334 -4.868 -2.397
H -3.950 -2.771 -1.066
H -1.841 -4.327 2.253
H -1.611 -6.519 1.062
C 3.657 0.872 -3.356
C 2.781 -0.197 -3.341
C 3.295 -1.459 -3.552
N 4.567 -1.673 -3.927
C 5.428 -0.650 -3.918
C 4.999 0.672 -3.544
H 3.296 1.887 -3.276
H 1.733 -0.031 -3.138
H 2.713 -2.367 -3.491
H 6.376 -0.861 -4.391
H 5.650 1.533 -3.597
C 6.230 -1.883 -0.884
C 7.370 -2.478 -0.400
C 8.165 -1.837 0.580
N 7.797 -0.625 1.050
C 6.630 -0.086 0.630
C 5.822 -0.659 -0.341
H 5.647 -2.355 -1.661
H 7.687 -3.404 -0.857
H 9.042 -2.297 1.010
H 6.256 0.697 1.273
H 4.919 -0.163 -0.667
C -6.100 5.659 -0.854
C -5.201 6.742 -1.014
C -3.853 6.459 -1.309
N -3.381 5.202 -1.478
C -4.270 4.173 -1.347
C -5.653 4.385 -1.111
H -7.044 5.855 -0.368
H -5.535 7.723 -0.709
H -3.148 7.277 -1.297
H -3.790 3.207 -1.388
H -6.198 3.481 -0.881
C -0.759 1.178 -0.831
C -1.190 0.010 -0.224
C -0.235 -0.909 0.268
N 1.097 -0.617 0.224
C 1.506 0.457 -0.401
C 0.633 1.429 -0.807
H -1.473 1.851 -1.282
H -2.216 -0.315 -0.134
H -0.439 -1.854 0.750
H 2.537 0.780 -0.401
H 1.063 2.342 -1.193